{"formula": "C2H6INO", "method": "ωB97M-V/def2-TZVPD", "elements": ["I", "H", "C", "H", "O", "H", "H", "C", "H", "H", "N"], "coordinates": [[1.567, 1.220, -2.383], [-0.137, 1.148, 1.030], [0.422, 1.932, -0.763], [0.751, -2.043, -0.567], [-0.430, -0.110, -0.454], [-1.091, -1.990, -0.222], [-0.493, 2.315, -1.038], [-0.178, -1.448, -0.020], [1.058, 2.739, -0.404], [0.088, -1.441, 0.978], [0.352, 0.835, 0.246]], "lowdin_charge": [0.7974, 0.0861, -0.6422, 0.1343, -0.3057, 0.0752, 0.0192, -0.1013, 0.0339, 0.0388, -0.1358], "largest_force_ev_per_a": 3.604, "smiles": "CONCI", "energy_ha": -507.38614}


{"formula": "C33H52BrClN7O4PRuS", "method": "ωB97M-V/def2-TZVPD", "elements": ["H", "H", "Cl", "C", "H", "H", "H", "C", "S", "H", "H", "H", "H", "C", "C", "H", "N", "C", "H", "C", "H", "N", "H", "C", "H", "N", "C", "C", "C", "C", "C", "C", "H", "C", "H", "H", "H", "H", "H", "H", "N", "H", "H", "C", "O", "H", "H", "C", "H", "H", "H", "H", "H", "C", "O", "N", "C", "C", "H", "Br", "H", "H", "H", "H", "C", "H", "C", "C", "H", "N", "H", "H", "C", "Ru", "H", "C", "H", "H", "N", "C", "C", "C", "H", "H", "H", "H", "H", "C", "H", "C", "C", "C", "C", "H", "H", "H", "O", "O", "H", "P", "C"], "coordinates": [[-1.894, -2.550, 0.793], [-3.520, 3.606, -3.730], [1.086, 3.408, -2.769], [-2.304, 0.807, 1.458], [-3.061, 0.011, 1.505], [3.065, -2.170, 3.724], [-0.299, -3.730, 3.282], [3.723, 3.137, -2.368], [-2.644, 1.674, -2.627], [-3.804, 2.320, 1.152], [-2.551, -3.659, -0.406], [-3.858, 3.099, 3.551], [3.736, 3.867, 1.297], [3.247, 2.892, 1.221], [0.969, -2.626, 1.971], [-4.930, 2.095, -2.183], [-1.069, -1.453, -4.081], [1.745, -3.866, 4.011], [-0.793, 0.226, 4.407], [2.751, 0.789, 2.497], [-1.916, 0.832, 0.441], [0.406, -0.114, 0.337], [4.665, 1.726, 2.368], [-2.205, -0.488, -5.951], [0.533, 0.938, -3.487], [2.036, -2.861, -1.559], [3.690, 0.389, -2.446], [-1.640, 0.444, 3.766], [3.619, 2.035, 2.427], [-3.246, -1.391, -5.808], [-3.431, 2.132, 3.273], [1.240, 0.311, -2.943], [2.564, -2.389, 5.393], [-2.060, -2.690, -0.286], [3.052, 0.181, 3.356], [-2.480, 4.026, -2.325], [-1.745, 3.473, -3.849], [1.655, -2.251, -0.843], [-2.245, 2.950, 1.668], [1.309, 3.140, 3.228], [0.759, -1.373, 2.708], [-0.057, 2.642, 2.256], [-2.369, -0.371, 3.897], [-2.066, -2.323, -3.943], [-0.777, -4.915, -1.227], [3.695, -0.692, -2.492], [1.371, -0.448, 4.481], [1.022, 2.546, 2.353], [2.926, 0.187, 1.597], [1.345, 2.458, 0.255], [1.441, 4.088, 0.905], [2.521, -2.280, -2.225], [5.794, 0.484, -2.114], [2.535, 2.449, -2.557], [-2.559, -0.802, -1.636], [-0.815, -2.629, -1.022], [-2.277, 1.763, 4.198], [-2.960, 2.135, 1.821], [3.698, 4.219, -2.342], [-4.548, -3.573, -4.511], [3.637, 2.419, 0.320], [-4.107, -1.368, -6.462], [0.754, -3.299, -3.198], [-2.620, 1.684, 5.234], [-3.163, -2.323, -4.792], [1.992, -2.675, 1.576], [2.460, 1.052, -2.632], [-2.604, 3.373, -3.189], [1.457, -0.592, -3.518], [-1.219, 0.491, 2.377], [1.382, -4.707, -2.332], [-4.227, 1.387, 3.383], [-0.286, -3.791, -1.409], [-0.296, -0.513, -1.478], [-3.864, 2.561, -0.817], [4.882, 1.055, -2.241], [-0.308, 0.129, -5.148], [0.303, -2.641, 1.116], [1.319, 1.133, 2.614], [-3.015, -1.587, -0.729], [-1.140, -0.559, -5.067], [1.018, -3.686, -2.204], [-2.216, 0.266, -6.726], [-1.510, 2.544, 4.165], [2.603, -4.474, 3.713], [0.729, -4.732, 2.282], [5.839, 2.983, -2.057], [-4.075, 1.803, -1.573], [3.516, 2.604, 3.356], [1.095, -1.443, 4.130], [1.719, 3.048, 1.096], [0.712, -3.818, 2.877], [2.219, -2.447, 4.358], [-2.001, -3.020, -3.118], [0.225, -1.761, 4.724], [1.314, -4.344, 4.894], [-1.438, 1.618, -1.713], [-4.132, -1.483, -0.219], [-4.235, 0.823, -1.125], [0.297, 0.005, 1.879], [4.912, 2.446, -2.211]], "lowdin_spin": [0.0006, 0.0009, 0.0049, 0.0008, 0.0001, 0.0000, 0.0000, -0.0024, 0.0069, 0.0000, 0.0018, 0.0000, 0.0000, 0.0002, 0.0019, 0.0003, 0.0387, 0.0001, 0.0001, 0.0027, 0.0009, 0.3375, 0.0000, 0.0005, 0.0139, 0.0250, 0.0208, 0.0027, 0.0001, 0.0044, 0.0000, 0.1359, 0.0001, 0.0114, 0.0002, 0.0001, 0.0001, 0.0024, 0.0000, 0.0004, 0.0124, 0.0001, 0.0002, 0.0064, 0.0171, 0.0010, 0.0003, 0.0010, 0.0014, 0.0005, 0.0000, 0.0005, -0.0008, 0.0229, 0.0997, 0.1230, 0.0006, 0.0002, -0.0007, 0.0002, 0.0002, 0.0003, 0.0002, 0.0002, 0.0001, 0.0002, 0.0196, 0.0048, 0.0135, 0.0132, 0.0004, 0.0000, 0.0169, 3.7738, 0.0001, -0.0009, 0.0003, 0.0003, 0.0169, 0.0094, 0.0081, 0.0026, 0.0000, 0.0000, 0.0000, 0.0000, 0.0021, 0.0013, 0.0001, 0.0023, 0.0011, 0.0001, 0.0004, 0.0001, 0.0003, 0.0000, 0.0753, 0.0112, 0.0002, 0.0985, 0.0267], "multiplicity": 6, "largest_force_ev_per_a": 0.567, "energy_ha": -5841.60822, "total_charge": -1}


{"formula": "C6H15KN2O4S", "method": "ωB97M-V/def2-TZVPD", "elements": ["H", "K", "H", "H", "N", "H", "O", "C", "H", "H", "H", "O", "C", "H", "O", "C", "H", "H", "H", "C", "C", "H", "H", "N", "C", "S", "H", "H", "O"], "coordinates": [[-1.113, 2.742, -2.601], [-0.676, -1.731, 1.034], [-1.211, 3.177, 1.034], [1.226, 2.359, -1.934], [-0.802, 2.029, -0.643], [-2.441, 1.932, 0.710], [-0.922, -3.400, 3.907], [1.119, 1.567, -2.669], [2.581, -3.397, 3.572], [2.085, 1.074, -2.790], [0.839, 2.003, -3.631], [-1.074, -0.235, -0.494], [1.679, -3.595, 4.144], [-2.307, 3.275, -1.417], [0.386, -3.566, 1.860], [-1.245, 3.064, -1.571], [0.346, -0.679, -3.866], [-0.535, -1.366, -2.488], [-0.862, 1.476, 1.374], [-1.370, 2.155, 0.694], [-0.605, 0.740, -1.094], [1.229, -1.208, -2.419], [-0.686, 3.989, -1.414], [0.140, 0.589, -2.224], [0.305, -0.745, -2.779], [0.279, -2.994, 3.212], [1.536, -4.662, 4.295], [1.687, -3.064, 5.093], [0.413, -1.532, 3.105]], "lowdin_charge": [0.0801, 1.0141, 0.0939, 0.0880, -0.1482, 0.0987, -0.3419, -0.0502, 0.0603, 0.0927, 0.0913, -0.1839, -0.1413, 0.0941, -0.5216, -0.0541, 0.0936, 0.0884, 0.0911, -0.0376, -0.4878, 0.1000, 0.0932, -0.1352, -0.0306, 0.3260, 0.0625, 0.0623, -0.4980], "largest_force_ev_per_a": 2.592, "energy_ha": -1646.25461}


{"formula": "C50H24F5I4MnN4", "method": "ωB97M-V/def2-TZVPD", "elements": ["N", "C", "C", "I", "C", "C", "C", "F", "H", "Mn", "I", "H", "H", "C", "C", "H", "H", "F", "H", "I", "C", "H", "C", "C", "C", "C", "C", "C", "H", "C", "C", "C", "C", "C", "H", "N", "F", "H", "C", "C", "C", "C", "C", "C", "H", "C", "F", "C", "N", "C", "I", "H", "C", "C", "H", "H", "H", "H", "C", "H", "C", "H", "C", "F", "C", "H", "C", "C", "C", "C", "C", "C", "C", "C", "C", "H", "H", "C", "C", "C", "H", "C", "C", "H", "H", "N", "C", "C"], "coordinates": [[-0.695, 1.575, -1.052], [1.483, 6.933, -1.461], [1.551, 4.541, -1.721], [8.659, -2.249, 3.603], [-1.052, 3.431, -2.456], [-3.704, -3.224, 5.398], [0.590, -2.324, 3.507], [-0.783, -3.039, -0.062], [4.793, 1.747, 1.048], [-0.023, 0.213, 0.259], [2.568, 8.977, -3.510], [2.246, 3.858, -3.636], [5.066, -0.837, 0.160], [-3.338, -4.538, 5.320], [1.851, -1.003, 2.176], [-4.892, -1.504, -0.687], [-2.322, -6.037, 4.070], [1.366, -4.283, -4.109], [-0.901, 4.395, -2.889], [-7.184, 0.074, -6.200], [6.542, -1.446, 1.577], [-5.470, 1.367, -1.414], [1.264, -1.182, -2.282], [1.864, -2.139, 3.150], [-2.946, 0.512, -1.503], [-0.258, -1.548, 2.616], [1.964, 2.477, -0.384], [2.054, 4.695, -3.027], [3.719, 3.720, -0.559], [-4.595, -0.461, -4.714], [2.814, 0.877, 0.802], [-1.923, 1.493, -1.696], [2.922, -0.304, 1.755], [1.241, 5.687, -0.978], [-4.329, -2.867, 6.236], [-1.975, -0.407, 0.553], [2.246, -1.681, -4.341], [-3.001, 2.853, -3.013], [1.078, 3.195, -1.148], [3.846, 1.792, 0.580], [-3.177, -2.304, 4.508], [6.824, -1.529, 2.958], [-0.226, 2.779, -1.508], [-2.115, 2.570, -2.606], [-4.170, -2.503, 1.790], [1.984, 7.107, -2.746], [-0.376, -4.828, -1.907], [-5.856, 0.175, -4.545], [1.684, 1.221, 0.263], [-3.682, -0.427, -3.682], [-3.955, -5.734, 6.912], [1.268, 7.784, -0.807], [-2.371, -1.270, 1.486], [4.309, -0.696, 2.134], [-2.716, -0.770, -3.853], [-4.413, -0.957, -5.631], [-7.105, 1.468, -3.336], [3.934, -0.447, 4.308], [-4.042, -1.269, -0.018], [-1.227, -4.296, 2.717], [2.264, 5.989, -3.516], [-3.393, -1.213, 4.628], [-2.274, -2.671, 3.486], [1.729, 0.042, -2.513], [1.572, -2.138, -3.266], [6.215, -1.166, 4.924], [-5.259, 0.864, -2.356], [3.286, 2.831, -0.123], [-2.937, -0.285, -0.371], [-1.969, -4.070, 3.420], [0.558, -1.412, -1.117], [1.082, -3.389, -3.137], [-2.572, -4.993, 4.258], [-4.022, 0.249, -2.516], [-3.710, -1.707, 1.159], [7.236, -1.760, 0.798], [0.836, 5.586, 0.053], [5.920, -1.099, 3.875], [5.309, -0.890, 1.184], [4.661, -0.690, 3.458], [0.192, -3.077, 4.139], [0.294, -3.678, -1.986], [0.059, -2.703, -1.080], [2.549, 6.011, -4.540], [2.780, -2.542, 3.581], [0.509, -0.639, 1.996], [-6.162, 0.886, -3.412], [-1.658, -1.746, 2.570]], "lowdin_spin": [-0.0056, -0.0001, -0.0004, 0.0001, 0.0144, 0.0000, -0.0011, 0.0040, 0.0002, 3.7584, 0.0000, 0.0000, 0.0000, 0.0003, 0.0051, 0.0001, 0.0000, 0.0013, 0.0009, 0.0000, -0.0002, 0.0001, 0.0204, 0.0021, -0.0006, 0.0079, 0.0054, -0.0001, 0.0004, 0.0000, 0.0063, 0.0178, 0.0085, -0.0002, 0.0000, -0.0027, 0.0009, 0.0001, -0.0055, 0.0039, 0.0007, 0.0005, 0.0046, 0.0043, 0.0002, 0.0000, 0.0010, 0.0000, -0.0126, 0.0000, 0.0001, 0.0000, 0.0050, 0.0010, 0.0000, 0.0000, 0.0000, 0.0000, 0.0012, 0.0001, -0.0001, 0.0000, 0.0014, 0.0045, 0.0018, 0.0000, 0.0000, 0.0073, 0.0105, 0.0007, 0.0815, 0.0045, 0.0000, 0.0000, 0.0034, 0.0000, 0.0000, -0.0001, 0.0005, 0.0008, 0.0000, 0.0013, 0.0189, 0.0000, 0.0003, 0.0055, 0.0000, 0.0091], "multiplicity": 5, "largest_force_ev_per_a": 4.552, "energy_ha": -4979.83850}


What is the formula in the first record?
C2H6INO